(1)
Density functional theory data (the ωB97M-V functional and the def2-TZVPD basis) for a structure of composition C5H9CuMgO4 in a non-equilibrium geometry.

Element x y z (Å)
1 O -2.324 -1.411 -0.404
2 C -2.785 -0.370 -1.086
3 C -2.018 0.721 -1.229
4 O -0.905 0.810 -0.400
5 C 0.347 1.120 -1.021
6 C 1.358 1.128 0.098
7 O 1.255 -0.114 0.793
8 C 2.263 -0.330 1.774
9 Cu -0.566 -0.952 0.698
10 H -3.677 -0.508 -1.704
11 H -2.217 1.564 -1.887
12 H 0.306 2.109 -1.498
13 H 1.144 1.934 0.816
14 H 2.372 1.238 -0.312
15 H 2.105 -1.330 2.191
16 H 3.255 -0.279 1.306
17 H 2.169 0.424 2.568
18 Mg -2.232 -3.187 0.352
19 O -0.441 -2.917 0.775
20 H 0.590 0.348 -1.830

Atomic forces in eV per Å
O -0.3 -0.8 1.5
C 0.6 0.7 -1.5
C -0.9 -0.2 -0.1
O 0.3 0.1 0.2
C 0.4 -0.5 -1.0
C 0.2 0.3 0.0
O -0.1 -0.3 -0.2
C 0.3 -0.1 0.5
Cu -0.5 -2.1 -1.2
H 0.1 0.1 0.4
H 0.0 -0.2 0.3
H 0.0 -0.2 0.1
H 0.1 -0.1 -0.3
H -0.2 0.0 0.1
H 0.0 0.3 -0.2
H -0.3 0.0 0.1
H 0.1 -0.2 -0.2
Mg 1.1 0.9 -0.3
O -0.6 1.4 0.6
H -0.3 0.9 1.1

* HOMO (spin up / spin down): -12.04 / -11.97 eV
* E_LUMO (spin up / spin down): -5.051 / -4.985 eV
* gap between HOMO and LUMO (spin up / spin down): 6.99 / 6.98 eV
* net charge: +1
* 2S+1: 2

=====

(2)
Density functional theory data (the ωB97M-V functional and the def2-TZVPD basis) for a structure of composition C5H9DyO3 in a non-equilibrium geometry.

Element x y z (Å)
1 H -0.203 1.315 1.064
2 O 0.748 -0.441 0.868
3 O -0.624 0.354 -0.765
4 O -1.493 -0.358 1.259
5 C 1.749 0.254 1.237
6 C -1.666 -0.017 -1.355
7 C 3.076 -0.340 1.234
8 C -1.793 0.118 -2.793
9 C -0.547 0.267 0.730
10 H 1.594 1.185 1.799
11 H -2.465 -0.467 -0.746
12 H 3.744 0.342 0.685
13 H 3.433 -0.318 2.278
14 H 3.087 -1.355 0.834
15 H -2.035 -0.883 -3.187
16 H -2.696 0.722 -2.982
17 H -0.905 0.546 -3.266
18 Dy -3.004 -0.924 3.107

Atomic forces in eV per Å
H -1.5 -0.5 -0.2
O -0.9 0.2 -0.6
O 0.8 0.7 1.5
O -2.0 -0.9 1.9
C 2.3 -0.9 1.7
C -1.5 -0.5 -1.7
C -1.1 -0.1 -0.4
C 0.6 -0.1 0.6
C 3.3 1.2 -1.7
H 0.0 0.4 -0.7
H 0.1 0.3 -0.4
H 0.3 0.1 0.0
H 0.2 0.2 0.1
H 0.1 0.1 -0.1
H -0.1 0.0 -0.1
H -0.2 0.0 -0.1
H -0.2 0.0 0.0
Dy -0.2 -0.1 0.2

* HOMO (spin up / spin down): -27.64 / -27.23 eV
* E_LUMO (spin up / spin down): -17.665 / -22.137 eV
* gap between HOMO and LUMO (spin up / spin down): 9.97 / 5.09 eV
* net charge: +4
* 2S+1: 6

=====

(3)
Density functional theory data (the ωB97M-V functional and the def2-TZVPD basis) for an isolated molecule of C5H9F in a non-equilibrium geometry.

Element x y z (Å)
1 C 1.581 0.117 -0.881
2 C 0.540 -0.444 -0.292
3 C -0.117 -1.761 -0.461
4 C -0.065 0.475 0.827
5 C -1.241 1.401 0.452
6 F 0.946 1.236 1.426
7 H 2.217 0.927 -0.534
8 H 1.965 -0.207 -1.770
9 H -1.160 -1.840 -0.955
10 H 0.485 -2.560 -0.869
11 H -0.253 -2.097 0.533
12 H -0.352 -0.262 1.519
13 H -0.756 2.102 -0.310
14 H -2.218 0.859 0.092
15 H -1.572 2.054 1.224

Atomic forces in eV per Å
C 0.2 0.2 0.6
C -0.4 3.1 0.6
C -1.6 -0.4 -1.2
C -0.1 -0.9 -0.4
C 0.3 -0.4 -2.4
F -0.4 0.0 -0.3
H -1.0 0.4 0.5
H 1.1 -1.7 -2.2
H 1.6 0.6 0.6
H 0.4 0.2 -0.6
H -0.5 -0.5 1.3
H -0.7 -0.5 1.7
H -1.2 -0.9 0.4
H 2.2 0.8 0.2
H 0.1 0.2 1.1

* HOMO: -9.43 eV
* E_LUMO: 1.018 eV
* gap between HOMO and LUMO: 10.45 eV

=====

(4)
Density functional theory data (the ωB97M-V functional and the def2-TZVPD basis) for an isolated molecule of C5H9F in a non-equilibrium geometry.

Element x y z (Å)
1 C 2.749 -0.304 0.181
2 C 1.463 0.341 -0.212
3 C 0.215 -0.471 -0.071
4 C -1.047 -0.025 -0.079
5 C -2.318 -0.820 0.028
6 F -1.208 1.295 0.119
7 H 2.897 -0.418 1.245
8 H 2.829 -1.306 -0.306
9 H 3.590 0.259 -0.159
10 H 1.534 0.625 -1.284
11 H 1.232 1.349 0.257
12 H 0.345 -1.561 -0.061
13 H -3.018 -0.376 -0.740
14 H -2.130 -1.873 -0.134
15 H -2.784 -0.683 1.026

Atomic forces in eV per Å
C 0.2 -1.3 -0.1
C -1.4 2.3 -0.5
C -0.5 -1.2 -0.5
C 1.3 -1.1 1.5
C -0.5 1.5 -0.4
F -0.6 0.8 -0.5
H -0.2 -0.2 0.4
H 0.0 0.6 0.5
H 0.6 0.5 -0.4
H 0.0 -0.3 0.3
H 0.7 -1.1 -0.1
H -0.2 0.4 -0.2
H 0.5 -0.8 0.8
H 0.0 -0.1 -0.2
H 0.3 0.0 -0.5

* HOMO: -8.88 eV
* E_LUMO: 1.075 eV
* gap between HOMO and LUMO: 9.95 eV

=====

Record-wise calculated total energy values, in Eh: -2337.148754 -1304.698284 -295.713421 -295.747723